Record 1
123
Properties=species:S:1:pos:R:3 method="wB97M-V/def2-TZVPD" total_energy_ha=-8485.537879 relative_energy_ev=0.348 gap_ev=6.517 fmax_ev_per_a=0.1 lumo_ev=0.381
Y -0.27 -0.48 0.13
C -1.75 -0.66 3.71
C -1.62 -1.93 2.95
C -2.21 -3.16 3.25
C -1.77 -4.03 2.26
C -2.09 -5.48 2.10
N -0.97 -3.34 1.43
N -0.88 -2.04 1.84
B -0.08 -3.90 0.30
N 1.36 -3.41 0.46
N 1.74 -2.14 0.12
C 3.08 -2.13 0.18
C 3.97 -0.99 -0.17
C 3.55 -3.39 0.57
C 2.43 -4.17 0.75
C 2.34 -5.60 1.18
N -0.60 -3.53 -1.11
N -0.60 -2.26 -1.59
C -1.05 -2.32 -2.84
C -1.19 -1.12 -3.70
C -1.35 -3.65 -3.17
C -1.04 -4.39 -2.05
C -1.15 -5.86 -1.86
H -1.89 -0.88 4.77
H -0.87 -0.04 3.59
H -2.62 -0.09 3.37
H -2.86 -3.39 4.08
H -2.76 -5.79 2.90
H -2.59 -5.66 1.15
H -1.19 -6.09 2.13
H -0.10 -5.09 0.39
H 3.46 -0.18 -0.68
H 4.40 -0.55 0.73
H 4.79 -1.35 -0.80
H 4.58 -3.68 0.71
H 3.34 -5.96 1.43
H 1.71 -5.71 2.05
H 1.94 -6.23 0.39
H -1.30 -0.23 -3.10
H -0.32 -0.99 -4.35
H -2.08 -1.21 -4.34
H -1.73 -4.02 -4.11
H -1.59 -6.31 -2.75
H -0.17 -6.31 -1.70
H -1.77 -6.12 -1.00
Br -1.44 1.91 1.48
C -3.29 1.76 1.03
C -4.12 2.79 1.37
C -5.49 2.67 1.09
C -5.97 1.52 0.53
C -5.11 0.45 0.21
C -5.63 -0.75 -0.34
C -4.79 -1.77 -0.64
C -3.39 -1.63 -0.46
C -2.79 -0.49 0.04
C -3.71 0.55 0.42
H -3.72 3.67 1.85
H -6.16 3.49 1.34
H -7.03 1.41 0.34
H -6.70 -0.83 -0.50
H -5.18 -2.70 -1.04
H -2.79 -2.49 -0.74
Cl 1.57 0.46 -2.18
C 1.03 1.34 -3.60
C 1.84 1.22 -4.72
C 1.47 1.87 -5.88
C 0.30 2.63 -5.91
C -0.48 2.73 -4.78
C -0.14 2.09 -3.59
P -1.16 2.21 -2.06
C -0.80 3.93 -1.56
C -1.72 4.58 -0.73
C -1.49 5.88 -0.30
C -0.33 6.54 -0.69
C 0.59 5.90 -1.50
C 0.36 4.61 -1.94
C -2.85 2.38 -2.74
C -3.68 1.26 -2.76
C -4.96 1.33 -3.29
C -5.44 2.52 -3.80
C -4.63 3.65 -3.78
C -3.35 3.58 -3.25
H 2.73 0.62 -4.68
H 2.09 1.79 -6.77
H 0.01 3.14 -6.82
H -1.39 3.32 -4.81
H -2.62 4.07 -0.43
H -2.21 6.37 0.33
H -0.14 7.56 -0.35
H 1.51 6.41 -1.79
H 1.08 4.13 -2.58
H -3.33 0.33 -2.33
H -5.58 0.44 -3.28
H -6.44 2.58 -4.21
H -5.00 4.59 -4.17
H -2.74 4.48 -3.23
C 1.95 -1.75 3.77
Si 2.47 0.05 3.68
C 1.75 0.96 5.17
C 4.34 0.06 3.88
As 1.79 0.95 1.66
Si 2.46 3.15 1.63
C 3.87 3.50 2.83
C 1.12 4.42 1.97
C 3.14 3.47 -0.10
H 2.40 -2.20 4.66
H 2.30 -2.31 2.90
H 0.87 -1.88 3.84
H 2.11 0.51 6.11
H 0.66 0.91 5.17
H 2.04 2.01 5.17
H 4.61 -0.42 4.83
H 4.76 1.06 3.88
H 4.82 -0.52 3.08
H 3.59 3.30 3.87
H 4.15 4.55 2.75
H 4.74 2.90 2.59
H 0.68 4.26 2.96
H 0.32 4.38 1.23
H 1.55 5.43 1.95
H 4.07 2.90 -0.24
H 3.36 4.53 -0.27
H 2.44 3.14 -0.86

=====

Record 2
102
Properties=species:S:1:pos:R:3 method="wB97M-V/def2-TZVPD" total_energy_ha=-3757.020431 relative_energy_ev=5.008 gap_ev=6.923 charge=+1 fmax_ev_per_a=3.6 lumo_ev=-3.343
Al -2.67 0.87 -0.58
C 5.81 4.29 0.11
C 4.69 3.29 0.21
C 4.89 1.94 -0.08
C 3.86 1.02 0.04
C 2.61 1.46 0.44
C 2.38 2.80 0.73
C 3.42 3.71 0.61
S 1.30 0.25 0.70
O 1.94 -0.87 1.43
C 1.09 -0.20 -1.04
C 0.74 0.89 -1.88
C 0.55 0.70 -3.21
C 0.66 -0.60 -3.77
C 0.46 -0.82 -5.15
C 0.50 -2.08 -5.67
C 0.74 -3.18 -4.83
C 0.98 -2.99 -3.49
C 0.97 -1.69 -2.93
C 1.21 -1.47 -1.53
C 1.58 -2.66 -0.69
C 2.84 -3.29 -0.87
C 3.86 -2.73 -1.68
C 5.06 -3.37 -1.84
C 5.30 -4.60 -1.20
C 4.35 -5.15 -0.38
C 3.10 -4.50 -0.19
C 2.11 -5.06 0.66
C 0.93 -4.41 0.86
C 0.68 -3.20 0.18
S -0.86 -2.29 0.37
O -1.85 -2.93 -0.54
C -1.28 -2.73 2.05
C -2.54 -3.26 2.31
C -2.94 -3.45 3.62
C -2.09 -3.14 4.68
C -2.53 -3.36 6.10
C -0.82 -2.64 4.40
C -0.42 -2.42 3.09
H 6.76 3.80 -0.12
H 5.92 4.83 1.05
H 5.60 5.02 -0.67
H 5.87 1.60 -0.39
H 4.02 -0.03 -0.15
H 1.40 3.12 1.06
H 3.26 4.75 0.84
H 0.70 1.88 -1.44
H 0.32 1.53 -3.87
H 0.26 0.03 -5.79
H 0.33 -2.24 -6.73
H 0.73 -4.18 -5.24
H 1.16 -3.85 -2.86
H 3.68 -1.78 -2.17
H 5.82 -2.94 -2.47
H 6.24 -5.11 -1.35
H 4.54 -6.08 0.14
H 2.30 -6.01 1.14
H 0.17 -4.83 1.50
H -3.18 -3.52 1.47
H -3.92 -3.85 3.82
H -3.60 -3.53 6.17
H -2.27 -2.50 6.73
H -2.02 -4.23 6.52
H -0.15 -2.41 5.21
H 0.57 -2.01 2.88
O -5.00 3.57 -0.15
C -4.85 2.43 -0.49
O -3.75 2.04 -1.17
C -5.82 1.34 -0.20
C -7.15 1.72 -0.04
C -8.14 0.80 0.20
C -7.81 -0.55 0.29
C -6.49 -0.95 0.17
C -5.48 -0.02 -0.06
S -3.86 -0.83 -0.02
H -7.38 2.78 -0.11
H -9.17 1.12 0.32
H -8.58 -1.29 0.46
H -6.23 -2.00 0.25
C 1.08 4.65 -1.44
C 0.14 3.91 -2.37
N -0.57 2.89 -1.61
C -0.70 2.85 -0.26
N -1.30 1.78 0.29
C -1.43 1.68 1.76
C -0.39 2.51 2.48
C -0.42 3.91 1.91
N -0.20 3.85 0.46
C 0.29 5.05 -0.21
H 1.49 5.52 -1.94
H 1.90 3.99 -1.15
H 0.69 3.42 -3.17
H -0.58 4.60 -2.82
H -1.05 2.18 -2.13
H -1.34 0.62 2.03
H -2.43 2.01 2.06
H 0.60 2.07 2.34
H -0.60 2.53 3.54
H 0.38 4.52 2.33
H -1.37 4.40 2.13
H 0.92 5.60 0.50
H -0.55 5.70 -0.49

=====

Record 3
9
Properties=species:S:1:pos:R:3 method="wB97M-V/def2-TZVPD" total_energy_ha=-564.149715 relative_energy_ev=3.241 gap_ev="7.016 / 6.508" fmax_ev_per_a=5.4 lumo_ev="-1.666 / -2.091"
C 0.82 1.02 0.16
C -1.05 -0.55 0.20
C -0.09 0.15 -0.63
O 0.71 2.01 0.76
O -0.08 -1.21 -0.49
I 3.42 -0.76 0.31
H -1.00 -0.49 1.39
H -2.17 -0.67 -0.12
H -0.56 0.50 -1.57

=====

Record 4
80
Properties=species:S:1:pos:R:3 method="wB97M-V/def2-TZVPD" total_energy_ha=-14797.385878 gap_ev=7.234 charge=+1 fmax_ev_per_a=3.4 lumo_ev=-4.698
C -4.37 1.18 1.80
C -3.37 2.37 1.48
O -2.94 2.29 0.09
P -1.27 2.22 -0.06
O -0.49 3.12 0.88
C -0.64 0.43 0.06
C -1.17 -0.19 1.41
C -0.38 -1.47 1.95
C -1.30 -2.77 2.09
Br -1.34 -3.73 3.82
C -2.07 -3.30 1.07
C -2.15 -2.66 -0.35
Br -3.16 -4.92 1.41
C 0.86 -1.92 1.08
N 2.13 -1.19 1.34
Br 3.58 -2.01 0.39
C 2.47 -1.19 2.81
N 2.71 -2.52 3.35
C 1.25 -0.44 3.50
O 1.24 0.94 3.10
N -0.02 -1.15 3.37
O -0.90 2.69 -1.62
C -1.83 2.13 -2.59
C -1.00 1.51 -3.81
H -5.32 1.54 2.29
H -3.86 0.42 2.47
H -4.58 0.66 0.82
H -2.53 2.36 2.22
H -3.91 3.34 1.60
H 0.48 0.52 -0.02
H -1.01 -0.07 -0.87
H -1.17 0.63 2.18
H -2.25 -0.49 1.23
H -1.24 -2.11 -0.69
H -3.02 -1.93 -0.35
H -2.45 -3.45 -1.11
H 1.06 -3.00 1.34
H 0.70 -1.91 -0.03
H 2.15 -0.21 1.05
H 3.37 -0.53 3.02
H 3.56 -2.45 3.91
H 1.97 -2.80 4.01
H 1.50 -0.44 4.61
H 0.48 1.38 3.53
H -0.79 -0.66 3.83
H -2.45 1.29 -2.18
H -2.50 2.94 -3.00
H -0.88 2.25 -4.65
H 0.05 1.23 -3.49
H -1.53 0.56 -4.16
C 6.72 -0.59 2.13
Cl 5.85 -1.13 3.57
Cl 6.11 0.98 1.58
H 7.77 -0.49 2.38
H 6.59 -1.32 1.34
C -4.16 0.94 -6.31
Cl -4.11 2.51 -5.51
Cl -2.56 0.19 -6.37
H -4.83 0.28 -5.75
H -4.53 1.07 -7.32
C 1.81 4.04 4.14
Cl 0.18 4.07 4.81
Cl 2.59 5.62 4.27
H 2.40 3.31 4.69
H 1.76 3.76 3.09
C -6.44 -2.73 -5.69
Cl -6.58 -1.01 -5.33
Cl -4.75 -3.22 -5.85
H -6.90 -3.30 -4.89
H -6.96 -2.94 -6.63
C 2.39 -3.88 -2.70
Cl 1.00 -3.72 -1.61
Cl 2.06 -3.16 -4.28
H 3.24 -3.36 -2.25
H 2.62 -4.93 -2.83
C 7.30 4.06 -0.51
Cl 7.65 3.55 -2.16
Cl 8.71 4.82 0.24
H 6.48 4.78 -0.52
H 7.02 3.19 0.08

=====

Record 5
29
Properties=species:S:1:pos:R:3 method="wB97M-V/def2-TZVPD" total_energy_ha=-698.890676 relative_energy_ev=1.105 gap_ev="8.515 / 8.514" charge=+1 fmax_ev_per_a=3.6 lumo_ev="-3.199 / -3.199"
C -1.26 0.18 -2.25
C -1.45 0.89 -1.06
C -0.03 1.58 0.89
C -0.02 0.22 1.60
C 0.64 -1.26 -0.19
C 1.09 -0.52 -1.41
C 0.97 1.00 -1.15
C 0.07 -0.21 -2.53
C 1.61 -1.55 2.13
C -2.74 0.82 -0.28
N -0.29 1.46 -0.52
N 1.10 -0.64 1.05
F 0.63 -0.32 -3.77
F -2.60 -0.22 0.63
H -2.16 -0.13 -2.73
H -0.75 2.12 1.48
H 0.94 2.11 0.92
H 0.29 0.49 2.56
H -1.05 -0.30 1.45
H -0.43 -1.27 -0.26
H 0.94 -2.36 -0.33
H 2.06 -0.88 -1.81
H 1.52 1.72 -1.66
H 0.97 -2.17 2.71
H 2.31 -2.35 1.71
H 2.18 -0.87 2.76
H -3.60 0.74 -1.01
H -2.78 1.73 0.38
H 1.84 0.00 0.68

=====

Record 6
118
Properties=species:S:1:pos:R:3 method="wB97M-V/def2-TZVPD" total_energy_ha=-3412.456097 relative_energy_ev=1.271 gap_ev=7.035 fmax_ev_per_a=2.8 lumo_ev=0.108
Sr -0.87 -0.12 0.21
C -1.23 -4.69 -1.28
C -0.15 -5.74 -1.39
C -0.51 -7.08 -1.43
C 0.43 -8.09 -1.59
C 1.77 -7.77 -1.71
C 2.16 -6.44 -1.63
C 1.22 -5.43 -1.47
N 1.68 -4.09 -1.39
C 1.32 -3.21 -0.40
N 0.94 -3.84 0.76
C -0.18 -3.55 1.59
C -0.91 -2.37 1.44
C -2.04 -2.29 2.27
C -2.40 -3.27 3.20
C -1.60 -4.39 3.34
C -0.48 -4.55 2.53
C 0.38 -5.78 2.68
N 1.45 -1.92 -0.51
C 1.87 -1.46 -1.78
C 1.03 -1.53 -2.89
C 1.47 -1.15 -4.15
C 2.77 -0.68 -4.31
C 3.59 -0.57 -3.20
C 3.16 -0.93 -1.93
C 4.06 -0.79 -0.74
H -1.92 -4.80 -2.12
H -0.85 -3.67 -1.29
H -1.79 -4.81 -0.35
H -1.56 -7.33 -1.35
H 0.11 -9.12 -1.63
H 2.51 -8.54 -1.84
H 3.21 -6.17 -1.68
H 2.15 -3.70 -2.19
H 1.15 -4.82 0.72
H -2.69 -1.42 2.21
H -3.29 -3.15 3.81
H -1.84 -5.15 4.07
H 0.08 -6.35 3.55
H 1.44 -5.52 2.79
H 0.30 -6.45 1.81
H 0.02 -1.91 -2.76
H 0.80 -1.23 -5.00
H 3.13 -0.40 -5.29
H 4.60 -0.19 -3.32
H 5.04 -0.41 -1.04
H 4.20 -1.74 -0.22
H 3.63 -0.10 -0.02
O 1.33 1.35 -0.32
P 0.57 2.43 -1.03
C -1.37 2.25 -0.83
P -2.47 2.28 0.89
O -2.51 1.08 1.79
C -4.04 3.03 0.45
C -4.43 3.41 -0.83
C -5.61 4.11 -1.01
C -6.41 4.42 0.09
C -6.03 4.02 1.36
C -4.84 3.34 1.54
C -1.52 3.57 1.69
C -0.56 3.19 2.62
C 0.27 4.14 3.20
C 0.15 5.47 2.84
C -0.80 5.86 1.91
C -1.63 4.91 1.33
C 1.10 4.06 -0.53
C 2.16 4.19 0.35
C 2.69 5.45 0.60
C 2.17 6.57 -0.04
C 1.10 6.44 -0.92
C 0.57 5.19 -1.17
C 0.72 2.38 -2.82
C -0.34 2.33 -3.73
C -0.08 2.43 -5.09
C 1.21 2.61 -5.55
C 2.27 2.66 -4.65
C 2.02 2.54 -3.29
H -1.47 1.39 -1.49
H -1.79 3.11 -1.35
H -3.84 3.13 -1.69
H -5.92 4.41 -2.00
H -7.33 4.96 -0.06
H -6.65 4.25 2.21
H -4.53 3.03 2.54
H -0.50 2.16 2.95
H 1.00 3.83 3.94
H 0.79 6.22 3.29
H -0.90 6.90 1.63
H -2.39 5.23 0.62
H 2.57 3.31 0.83
H 3.53 5.56 1.28
H 2.59 7.55 0.15
H 0.69 7.31 -1.41
H -0.24 5.07 -1.89
H -1.35 2.17 -3.40
H -0.91 2.37 -5.79
H 1.40 2.70 -6.61
H 3.28 2.78 -5.00
H 2.85 2.57 -2.59
N 2.15 -0.62 2.39
C 2.28 -1.66 3.42
C 1.13 -1.66 4.43
C 0.79 -0.26 4.99
N -0.61 0.16 4.81
H 1.19 -0.30 2.35
H 2.31 -1.02 1.47
H 3.23 -1.51 3.95
H 2.33 -2.66 2.97
H 1.39 -2.35 5.24
H 0.24 -2.07 3.95
H 1.43 0.49 4.52
H 1.00 -0.21 6.06
H -1.21 -0.47 5.34
H -0.90 0.00 3.85
I -4.07 0.02 -1.62
C -2.16 -0.79 -2.33
H -2.04 -0.28 -3.30
H -2.44 -1.83 -2.56